1.
Here is a 5-piece molecular cluster, C24H54I2N3O4S overall at a distorted geometry from the Open Molecules 2025 dataset. Energies are from ωB97M-V/def2-TZVPD.

## Properties
Lowest unoccupied orbital energy in eV: -2.7324
Net charge: +1
Energy in Ha: -2405.412589
HOMO level in eV: -11.2

Geometry (Å):
C (-5.3261, 1.2541, 4.8882)
C (-4.2336, 1.8158, 3.9818)
C (-3.5686, 0.6836, 3.2188)
N (-3.0848, 1.1064, 1.8717)
N (-3.2672, 0.0760, 0.9204)
C (-4.3414, -0.0397, 0.0553)
C (-4.1266, -1.1816, -0.6672)
C (-4.9475, -1.8268, -1.7374)
I (-6.8338, -0.8208, -2.0006)
C (-5.2607, -3.2964, -1.4310)
C (-5.7934, -3.5583, -0.0223)
I (-3.5469, -4.5322, -1.8998)
N (-2.9515, -1.7175, -0.2137)
C (-2.4366, -0.9522, 0.7591)
C (-1.2028, -1.1917, 1.5273)
S (-0.0608, -2.2874, 0.6465)
C (-0.6028, -3.9109, 1.2458)
C (0.0110, -4.9638, 0.3296)
H (-5.7777, 2.0231, 5.5012)
H (-4.9041, 0.4813, 5.5235)
H (-6.1005, 0.8135, 4.2655)
H (-3.4750, 2.3308, 4.5624)
H (-4.6859, 2.5534, 3.3180)
H (-2.7496, 0.2618, 3.7913)
H (-4.2994, -0.1173, 3.0822)
H (-3.6895, 1.8557, 1.5600)
H (-5.1542, 0.6513, -0.0150)
H (-4.4720, -1.7477, -2.7051)
H (-6.0015, -3.6239, -2.1441)
H (-6.7557, -4.0509, -0.0758)
H (-5.9362, -2.6419, 0.5445)
H (-5.1340, -4.1992, 0.5489)
H (-2.4746, -2.5504, -0.5401)
H (-1.4651, -1.6992, 2.4548)
H (-0.7364, -0.2549, 1.8096)
H (-0.2347, -4.0709, 2.2528)
H (-1.6862, -3.9981, 1.2244)
H (1.0944, -4.9201, 0.3910)
H (-0.2529, -4.7958, -0.7089)
H (-0.3272, -5.9440, 0.6389)
C (-1.8035, 3.5158, 7.4699)
C (-1.1290, 2.1675, 7.2734)
C (0.3579, 2.2313, 7.5802)
O (-1.3394, 1.6994, 5.9343)
H (-1.3704, 4.2605, 6.7964)
H (-2.8693, 3.4491, 7.2465)
H (-1.6861, 3.8710, 8.4934)
H (-1.6023, 1.4267, 7.9181)
H (0.8554, 2.9379, 6.9102)
H (0.8225, 1.2561, 7.4340)
H (0.5356, 2.5503, 8.6071)
H (-0.9245, 2.3334, 5.3394)
C (3.0609, 1.1346, 1.6300)
C (2.9368, 1.6951, 0.2216)
C (1.9623, 2.8611, 0.1668)
O (2.5283, 0.6679, -0.6835)
H (2.0920, 0.7597, 1.9769)
H (3.7612, 0.2997, 1.6507)
H (3.4054, 1.8953, 2.3311)
H (3.9158, 2.0221, -0.1281)
H (0.9625, 2.5358, 0.4732)
H (1.8850, 3.2484, -0.8489)
H (2.2762, 3.6713, 0.8256)
H (1.6630, 0.3536, -0.4037)
C (5.3480, -2.0998, -3.1259)
C (4.7527, -0.9723, -3.9565)
C (5.5393, 0.3177, -3.7914)
O (3.3844, -0.7681, -3.6032)
H (5.3204, -1.8423, -2.0633)
H (4.7731, -3.0172, -3.2580)
H (6.3840, -2.2948, -3.4059)
H (4.7473, -1.2608, -5.0085)
H (5.5176, 0.6476, -2.7483)
H (5.1013, 1.1115, -4.3962)
H (6.5788, 0.1897, -4.0937)
H (3.3591, -0.5062, -2.6753)
C (4.4018, 0.2010, -8.7523)
C (4.6633, 1.2657, -7.6977)
C (4.2903, 2.6532, -8.1978)
O (6.0307, 1.2356, -7.2892)
H (5.0071, 0.3908, -9.6428)
H (4.6727, -0.7855, -8.3752)
H (3.3520, 0.1847, -9.0480)
H (4.0860, 1.0362, -6.8004)
H (4.8921, 2.9172, -9.0715)
H (4.4823, 3.4014, -7.4285)
H (3.2374, 2.7039, -8.4787)
H (6.5743, 1.4339, -8.0587)

Atom charges from the Löwdin analysis, given in e for atoms 1 to 4: C -0.09; C -0.24; C -0.19; N 0.06

---

2.
Here is a 5-piece molecular cluster, C24H54O18S5 overall from the Open Molecules 2025 dataset. Energies are from ωB97M-V/def2-TZVPD.

## Properties
Structure (SMILES): CC(=O)OCCCCCCCC[C@H]1COS(=O)(=O)O1.CCOS(C)(=O)=O.CCOS(C)(=O)=O.CCOS(C)(=O)=O.CCOS(C)(=O)=O
Lowest unoccupied orbital energy in eV: 0.1970
Energy in Ha: -4292.065342
HOMO level in eV: -10.4

Geometry (Å):
C (2.9227, 1.8663, 1.0937)
C (3.7626, 0.6307, 0.9219)
O (4.2323, 0.2544, -0.1196)
O (3.9516, -0.0191, 2.0981)
C (3.9562, -1.4574, 2.0169)
C (2.6412, -2.0181, 1.4672)
C (2.8137, -2.7772, 0.1488)
C (1.4731, -3.1882, -0.4798)
C (1.2403, -2.5754, -1.8744)
C (-0.2470, -2.4045, -2.2141)
C (-0.7837, -0.9822, -1.9986)
C (-0.3571, -0.3101, -0.6846)
C (-1.3368, -0.4713, 0.4831)
C (-2.2490, 0.7553, 0.7677)
O (-3.6065, 0.3020, 0.6341)
S (-3.6506, -1.2502, 0.9154)
O (-4.6581, -1.8563, 0.1280)
O (-3.5922, -1.4806, 2.3175)
O (-2.2452, -1.5678, 0.2630)
H (1.9633, 1.5938, 1.5331)
H (3.4118, 2.5408, 1.7979)
H (2.7906, 2.3599, 0.1361)
H (4.7890, -1.7726, 1.3835)
H (4.1653, -1.7983, 3.0268)
H (1.9196, -1.2007, 1.3658)
H (2.2240, -2.6992, 2.2135)
H (3.4224, -3.6579, 0.3716)
H (3.4031, -2.1550, -0.5303)
H (1.4526, -4.2733, -0.5935)
H (0.6519, -2.8981, 0.1821)
H (1.7275, -3.2030, -2.6220)
H (1.7250, -1.5943, -1.9101)
H (-0.4062, -2.6526, -3.2662)
H (-0.8458, -3.1264, -1.6524)
H (-1.8735, -1.0222, -2.0449)
H (-0.4686, -0.3533, -2.8330)
H (0.6219, -0.6587, -0.3610)
H (-0.2489, 0.7625, -0.8635)
H (-0.7820, -0.6808, 1.3992)
H (-2.0834, 1.6222, 0.1333)
H (-2.1029, 1.0831, 1.7977)
C (-5.0496, 5.8261, 0.2406)
C (-4.0120, 5.6101, -0.8384)
O (-2.8030, 6.3801, -0.6135)
S (-1.7845, 5.8431, 0.4751)
C (-0.4129, 6.8397, 0.0259)
O (-1.5050, 4.4620, 0.1972)
O (-2.2368, 6.2002, 1.7841)
H (-4.7262, 5.4138, 1.1948)
H (-5.9788, 5.3362, -0.0518)
H (-5.2401, 6.8899, 0.3803)
H (-3.7434, 4.5582, -0.9406)
H (-4.3692, 5.9600, -1.8044)
H (-0.0965, 6.5773, -0.9802)
H (0.3757, 6.6287, 0.7450)
H (-0.7015, 7.8857, 0.0821)
C (1.0990, 11.9499, -2.9609)
C (2.0836, 11.0203, -3.6341)
O (3.0151, 10.4190, -2.6951)
S (2.4867, 9.2180, -1.8104)
C (4.0478, 8.6461, -1.2414)
O (1.8839, 8.2364, -2.6638)
O (1.7328, 9.7232, -0.7027)
H (0.4091, 11.4053, -2.3186)
H (0.5222, 12.4738, -3.7235)
H (1.6221, 12.6838, -2.3485)
H (1.5832, 10.2248, -4.1869)
H (2.7242, 11.5599, -4.3278)
H (4.6202, 8.2873, -2.0920)
H (3.8473, 7.8368, -0.5429)
H (4.5552, 9.4650, -0.7390)
C (5.8593, -9.4352, 1.4588)
C (6.2843, -7.9910, 1.6046)
O (6.4646, -7.3306, 0.3246)
S (5.1584, -6.8708, -0.4481)
C (5.9434, -5.8205, -1.6190)
O (4.3531, -6.0856, 0.4398)
O (4.5765, -7.9867, -1.1265)
H (4.8541, -9.5166, 1.0492)
H (5.8748, -9.9142, 2.4383)
H (6.5386, -9.9688, 0.7946)
H (5.5741, -7.4145, 2.1982)
H (7.2600, -7.9133, 2.0792)
H (6.4054, -4.9905, -1.0922)
H (5.1626, -5.4653, -2.2882)
H (6.6800, -6.4008, -2.1678)
C (-6.4405, -3.9454, 2.5630)
C (-6.3285, -4.8918, 1.3917)
O (-6.8032, -6.2326, 1.7011)
S (-8.3675, -6.4677, 1.7340)
C (-8.3307, -8.2260, 1.7050)
O (-8.9410, -5.9709, 0.5189)
O (-8.9026, -6.0305, 2.9869)
H (-7.4793, -3.7305, 2.8097)
H (-5.9417, -3.0113, 2.3075)
H (-5.9673, -4.3666, 3.4500)
H (-6.8640, -4.5232, 0.5169)
H (-5.2896, -5.0405, 1.1060)
H (-7.8984, -8.5517, 0.7634)
H (-9.3623, -8.5596, 1.7921)
H (-7.7452, -8.5744, 2.5514)

Atom charges from the Löwdin analysis, given in e for atoms 1 to 4: C 0.02; C -0.54; O 0.11; O -0.03

---

3.
Here is C24H55MgO16S6 as an isolated structure at a distorted geometry from the Open Molecules 2025 dataset. Energies are from ωB97M-V/def2-TZVPD.

## Properties
Lowest unoccupied orbital energy in eV: -2.1187
Net charge: +1
Energy in Ha: -4740.231666
HOMO level in eV: -10.6

Geometry (Å):
Mg (0.6325, 1.1627, -0.4531)
O (-0.6254, 0.6488, 0.7900)
H (-1.3712, 0.0332, 0.9284)
C (0.2981, 1.4483, 4.6021)
C (-0.1711, 0.0187, 4.8139)
C (0.1518, -0.9091, 3.6682)
O (1.0221, -1.8212, 4.1553)
C (1.1880, -1.7089, 5.4649)
O (1.8214, -2.4655, 6.2214)
O (0.5344, -0.6170, 5.8747)
H (0.1314, 2.0953, 5.4633)
H (-0.3337, 1.8964, 3.8353)
H (1.3234, 1.4865, 4.2341)
H (-1.1918, -0.1276, 5.1672)
H (0.5357, -0.2954, 2.8533)
H (-0.8072, -1.3357, 3.3743)
C (0.2180, -6.0783, 1.6972)
C (0.5708, -5.1708, 0.4794)
C (1.5720, -5.7925, -0.4278)
O (1.0848, -5.5768, -1.7240)
C (-0.1727, -5.1241, -1.6869)
O (-0.8027, -4.8275, -2.6880)
O (-0.5486, -4.9221, -0.3469)
H (1.0667, -6.1185, 2.3800)
H (-0.0571, -7.0647, 1.3238)
H (-0.6166, -5.7063, 2.2915)
H (0.9764, -4.2095, 0.7950)
H (1.7298, -6.8354, -0.1530)
H (2.5161, -5.2517, -0.4937)
C (-3.2343, -2.8641, 1.9375)
C (-3.7858, -2.2214, 0.6640)
C (-2.6976, -1.7438, -0.2318)
O (-2.9921, -2.3489, -1.4919)
C (-4.0750, -3.0658, -1.4175)
O (-4.5262, -3.7242, -2.3383)
O (-4.5033, -3.1570, -0.1043)
H (-2.5745, -3.7173, 1.7799)
H (-4.0406, -3.2288, 2.5738)
H (-2.6666, -2.2067, 2.5961)
H (-4.4279, -1.3931, 0.9636)
H (-1.6852, -2.0328, 0.0504)
H (-2.7759, -0.6747, -0.4293)
C (4.8341, -0.0187, 0.4325)
S (3.2694, -0.0658, 1.5253)
O (2.1909, 0.4771, 0.6137)
C (3.1438, -1.9160, 1.6183)
H (5.6246, -0.6251, 0.8747)
H (5.2132, 0.9957, 0.3084)
H (4.7000, -0.5064, -0.5330)
H (3.1300, -2.3692, 0.6270)
H (2.1890, -2.2254, 2.0434)
H (3.9699, -2.2737, 2.2329)
C (-0.7454, -1.2131, -3.4585)
S (0.4465, -1.8015, -2.1489)
O (0.7651, -0.5597, -1.3412)
C (1.7642, -2.2768, -3.3709)
H (-0.3520, -0.4055, -4.0759)
H (-1.6733, -0.8898, -2.9867)
H (-1.0306, -2.0345, -4.1158)
H (2.5569, -1.5457, -3.5297)
H (1.3668, -2.6630, -4.3096)
H (2.2257, -3.1237, -2.8633)
C (2.5611, 3.7489, -3.4059)
S (3.2117, 2.1568, -2.6198)
O (2.0776, 1.6321, -1.6803)
C (3.1425, 1.2493, -4.2677)
H (3.4128, 4.1593, -3.9485)
H (2.2617, 4.5622, -2.7449)
H (1.6250, 3.5305, -3.9198)
H (3.5478, 0.2537, -4.0873)
H (3.7232, 1.6125, -5.1155)
H (2.1132, 1.0722, -4.5796)
C (-2.6228, 2.6364, 1.8300)
S (-4.3128, 3.1724, 1.2619)
O (-4.1480, 4.2891, 0.2263)
C (-4.6215, 1.6629, 0.2656)
H (-2.3035, 3.1367, 2.7443)
H (-1.9026, 2.9633, 1.0800)
H (-2.5791, 1.5564, 1.9711)
H (-5.6823, 1.6507, 0.0156)
H (-4.4810, 0.6956, 0.7481)
H (-4.0890, 1.6353, -0.6851)
C (0.0977, 5.3871, 1.3431)
S (1.0952, 3.8360, 1.5271)
O (0.8144, 2.9867, 0.3002)
C (2.7464, 4.7022, 1.2748)
H (-0.8809, 5.0114, 1.6419)
H (0.2347, 5.8281, 0.3558)
H (0.4175, 6.1248, 2.0791)
H (2.6656, 5.7011, 1.7034)
H (2.9291, 4.6461, 0.2017)
H (3.6654, 4.2246, 1.6149)
C (-1.6063, 2.7291, -4.1890)
S (-1.6662, 2.6887, -2.3277)
O (-0.3812, 1.9991, -1.7923)
C (-1.6078, 4.5154, -1.9310)
H (-1.8314, 1.7288, -4.5590)
H (-0.6871, 3.1656, -4.5797)
H (-2.4467, 3.3048, -4.5768)
H (-2.1900, 4.9781, -2.7280)
H (-0.5841, 4.8752, -2.0340)
H (-1.9970, 4.7786, -0.9475)

Atom charges from the Löwdin analysis, given in e for atoms 1 to 4: Mg 0.23; O -0.36; H -0.05; C 0.00